Entry 1:
This record from the Open Molecules 2025 dataset describes the molecule C4H8O3. The level of theory is ωB97M-V/def2-TZVPD.

Element x y z (Å)
C -0.7234 -1.7076 1.7094
O 0.3255 -1.2161 0.8848
C 0.0717 0.0700 0.6017
O -0.5210 0.8211 1.3461
C 0.7439 0.4979 -0.6778
C -0.0897 0.8317 -1.9221
O 1.5137 1.6177 -0.2931
H -0.7297 -1.1988 2.6704
H -0.6117 -2.7869 1.7984
H -1.6219 -1.4070 1.1625
H 1.3978 -0.3391 -0.9329
H -0.6794 -0.0039 -2.3181
H 0.6534 1.0990 -2.6807
H -0.7421 1.6997 -1.7825
H 1.0131 2.0223 0.4338

Cartesian forces (eV/Å) of the 3 atoms listed first:
-0.54 -0.11 0.17
-0.31 0.25 -0.37
0.21 0.33 0.10

Calculated values
- maximum force (eV Å⁻¹) = 0.88
- LUMO (eV) = 0.8
- frontier orbital gap (eV) = 11.36
- energy above the lowest of the compared OMol25 structures with the same formula, charge and spin (kcal/mol) = 29.44
- SMILES = COC(=O)[C@@H](C)O
- total energy (eV) = -10419.72705

Entry 2:
This record from the Open Molecules 2025 dataset describes a cluster of 3 separate species, C4H13NO3 in total. The level of theory is ωB97M-V/def2-TZVPD.

Element x y z (Å)
C 2.1236 2.1643 -0.2293
C 2.0920 1.0742 -1.2735
C 0.6889 0.4441 -1.2724
N 0.4919 -0.7986 -2.0674
C -0.1214 -1.8406 -1.4123
O -0.6922 -1.7197 -0.3364
H 3.0992 2.5246 0.1079
H 1.6027 1.8881 0.6942
H 1.5594 3.0428 -0.5374
H 2.9313 0.3732 -1.2746
H 2.3454 1.4052 -2.3100
H -0.0502 1.1675 -1.6780
H 0.0688 0.2755 -0.3935
H 1.2055 -1.0397 -2.7366
H -0.0747 -2.8579 -1.7971
O -2.8211 -1.5353 1.6213
H -2.3351 -2.2352 1.1411
H -3.0069 -0.9248 0.8875
O -2.9102 -0.4809 4.7156
H -2.9143 -1.1450 4.0047
H -3.2826 0.2183 4.1461

Cartesian forces (eV/Å) of the 3 atoms listed first:
-0.07 0.77 0.80
0.03 -0.64 -1.11
-1.83 0.29 -1.59

Calculated values
- maximum force (eV Å⁻¹) = 2.44
- LUMO (eV) = 0.7
- frontier orbital gap (eV) = 10.82
- energy above the lowest of the compared OMol25 structures with the same formula, charge and spin (kcal/mol) = 35.50
- SMILES = CCCNC=O.O.O
- total energy (eV) = -11990.93209